The following is a DFT calculation (the ωB97M-V functional and the def2-TZVPD basis) of an isolated molecule of C5H4F2O.

Cartesian coordinates (Å):
C: -1.012 -0.693 0.000
H: 2.238 -0.406 -0.892
H: 2.206 -0.415 0.899
H: -1.222 -1.739 0.017
C: 1.644 -0.701 0.007
F: 0.773 2.335 -0.005
C: 0.016 1.269 0.007
H: 1.525 -1.782 -0.041
O: -1.326 1.531 0.008
C: 0.284 -0.049 0.003
F: -3.220 0.338 -0.004
C: -1.906 0.312 0.003

DFT total energy = -12731.15946 eV
frontier orbital gap = 9.47 eV
charge = 0
energy relative to the best compared isomer or geometry (same formula, charge and spin) = 0.0 kJ/mol